# C11H9N

A single C11H9N molecule in a non-equilibrium geometry (wB97M-V/def2-TZVPD, the OMol25 dataset).

Last column: natural (NBO) charge in e.
Geometry (Å):
N  -3.451  0.571  -1.084  -0.326
C  -0.964  1.799  0.508  -0.150
C  0.468  -0.026  -0.038  -0.071
C  1.589  -2.144  -0.209  -0.195
C  0.184  1.442  -0.115  0.023
C  1.310  2.336  -0.529  -0.644
C  -2.691  0.503  -0.221  0.286
C  -0.737  -2.052  0.620  -0.198
C  -1.750  0.433  0.818  -0.384
C  -0.674  -0.632  0.489  0.041
C  1.550  -0.757  -0.480  -0.202
C  0.379  -2.785  0.116  -0.199
H  2.295  -0.195  -0.965  0.210
H  1.452  3.277  0.088  0.232
H  -1.527  -2.579  0.971  0.214
H  1.136  2.717  -1.569  0.229
H  2.453  -2.737  -0.423  0.215
H  -1.400  2.698  0.734  0.220
H  0.503  -3.884  0.116  0.218
H  2.160  1.736  -0.617  0.212
H  -2.282  0.279  1.789  0.268

## Properties
**Relative energy (zero: lowest compared OMol25 entry of this formula, charge and spin)**: 17.4 kcal per mole
**Spin multiplicity**: 1
**Total charge**: 0

***

# C11H9NO2S

2 unconnected molecules or ions with the total composition C11H9NO2S in a non-equilibrium geometry (wB97M-V/def2-TZVPD, the OMol25 dataset).

Last column: natural (NBO) charge in e.
Geometry (Å):
S  -3.449  0.288  1.650  0.041
O  -2.648  -1.478  -1.607  -0.379
O  -3.582  0.408  -1.115  -0.414
N  -2.912  -0.575  -0.826  0.495
C  0.213  2.503  -0.540  -0.177
C  3.066  -1.293  0.153  -0.196
C  1.620  0.667  -0.062  -0.024
C  -2.437  -0.626  0.562  -0.296
C  1.490  2.048  -0.332  -0.183
C  -0.889  1.666  -0.221  -0.307
C  0.527  -0.312  0.040  -0.146
C  2.923  0.104  0.074  -0.194
C  0.738  -1.635  0.337  -0.164
C  2.019  -2.168  0.391  -0.195
C  -0.667  0.382  0.073  0.188
H  3.883  0.570  -0.005  0.220
H  0.097  3.453  -0.824  0.210
H  -1.949  1.864  -0.148  0.259
H  2.468  2.542  -0.476  0.228
H  2.093  -3.141  0.601  0.210
H  -4.554  0.354  0.808  0.179
H  -0.070  -2.196  0.522  0.199
H  -2.106  -1.655  0.698  0.236
H  4.125  -1.770  0.248  0.212

## Properties
**Relative energy (zero: lowest compared OMol25 entry of this formula, charge and spin)**: 155.9 kcal per mole
**Spin multiplicity**: 1
**Total charge**: 0

***

# C11H9NO4Yb

A molecular structure, C11H9NO4Yb in a non-equilibrium geometry (wB97M-V/def2-TZVPD, the OMol25 dataset).

Last column: natural (NBO) charge in e.
Geometry (Å):
Yb  -0.931  0.208  -0.851  1.152
O  -2.036  0.979  2.049  -0.191
O  -1.806  -2.966  -0.099  -0.218
O  -4.183  0.217  -1.840  -0.208
O  -0.280  -0.880  -3.783  -0.136
N  0.630  -0.522  0.657  -0.584
C  -1.316  2.241  -1.620  -0.470
C  2.769  -1.119  2.185  -0.077
C  -1.569  -1.842  -0.408  0.518
C  1.494  -1.422  2.626  -0.152
C  -3.059  0.179  -1.488  0.508
C  0.414  -1.102  1.809  0.017
C  -0.085  2.097  -1.200  -0.508
C  -0.590  -0.528  -2.722  0.429
C  1.808  -0.223  0.193  0.011
C  -1.751  0.681  0.961  0.451
C  2.942  -0.518  0.960  -0.169
H  -2.112  2.718  -0.994  0.326
H  -0.614  -1.367  2.177  0.235
H  0.247  2.417  -0.183  0.331
H  0.765  1.872  -1.893  0.322
H  1.953  0.256  -0.813  0.226
H  1.331  -1.910  3.596  0.289
H  3.937  -0.275  0.576  0.287
H  3.637  -1.364  2.806  0.291
H  -1.596  2.173  -2.700  0.318

## Properties
**Relative energy (zero: lowest compared OMol25 entry of this formula, charge and spin)**: 101.5 kcal per mole
**Spin multiplicity**: 2
**Total charge**: +3

***

# C12Cl5F5ReS

A molecular structure, C12Cl5F5ReS (wB97M-V/def2-TZVPD, the OMol25 dataset).

Last column: natural (NBO) charge in e.
Geometry (Å):
Re  1.747  0.052  -0.145  1.015
Cl  -1.776  4.623  0.440  0.168
Cl  3.182  4.775  -1.792  0.172
Cl  -1.507  1.491  0.755  0.125
Cl  0.559  6.235  -0.815  0.216
Cl  3.242  1.464  -1.382  0.222
S  0.626  -1.301  -1.499  0.448
F  -0.539  -2.825  3.179  -0.226
F  0.786  -1.178  1.395  -0.296
F  -1.229  -3.523  -2.158  -0.235
F  -2.517  -5.138  -0.400  -0.234
F  -2.151  -4.764  2.247  -0.208
C  -1.723  -4.191  0.027  0.327
C  -0.060  -2.205  0.967  0.298
C  0.935  1.820  -0.288  -0.259
C  -1.536  -4.005  1.394  0.389
C  1.930  2.588  -0.872  -0.029
C  -0.686  -2.984  1.890  0.325
C  -0.254  2.444  0.099  -0.049
C  -0.362  3.825  -0.057  -0.094
C  1.897  3.940  -1.072  -0.108
C  -0.202  -2.344  -0.412  -0.376
C  0.700  4.565  -0.635  -0.004
C  -1.062  -3.364  -0.870  0.413

## Properties
**Spin multiplicity**: 2
**Energy**: -101586.20572 eV
**Total charge**: +2

***

# C12H10As3Cl3F34NaO5Pt2

A molecular structure, C12H10As3Cl3F34NaO5Pt2 in a non-equilibrium geometry (wB97M-V/def2-TZVPD, the OMol25 dataset).

Last column: natural (NBO) charge in e.
Geometry (Å):
Pt  3.288  -1.307  1.832  1.601
Pt  1.069  3.003  2.355  1.570
As  4.796  2.182  2.677  2.865
As  2.390  -3.813  0.066  2.858
As  0.064  -0.217  4.092  2.870
Cl  2.273  -1.553  -5.635  0.052
Cl  0.600  -2.663  -3.578  0.008
Cl  2.249  -0.384  -2.979  -0.025
Na  -1.827  0.975  0.675  0.951
F  0.647  5.076  -2.832  -0.311
F  -1.159  0.577  4.956  -0.591
F  4.467  0.583  1.984  -0.655
F  1.559  3.278  -1.961  -0.344
F  -2.317  -2.904  1.813  -0.314
F  -2.656  -5.600  1.814  -0.323
F  -2.331  -2.966  -2.892  -0.316
F  2.310  -3.346  1.783  -0.620
F  3.689  -2.525  0.120  -0.638
F  2.716  -3.925  -1.589  -0.605
F  1.384  -0.943  3.120  -0.666
F  -4.967  5.540  0.040  -0.290
F  -2.652  -0.400  -3.590  -0.309
F  4.859  3.743  3.331  -0.593
F  -1.615  3.386  -3.405  -0.299
F  -0.741  -5.863  0.752  -0.313
F  -2.835  6.045  0.040  -0.331
F  -0.822  0.043  2.604  -0.663
F  1.182  -4.988  0.063  -0.584
F  -4.438  2.956  -0.449  -0.303
F  1.219  -2.594  -0.225  -0.628
F  2.948  2.279  2.771  -0.669
F  -0.610  1.879  -2.207  -0.332
F  -2.966  0.204  -1.492  -0.358
F  -3.665  4.271  -1.986  -0.293
F  0.791  1.418  3.784  -0.650
F  4.724  1.464  4.195  -0.581
F  1.071  -0.284  5.426  -0.574
F  -4.150  -2.277  -1.985  -0.312
F  4.589  2.857  1.130  -0.595
F  6.442  1.989  2.525  -0.574
F  -0.257  -3.152  1.111  -0.342
F  -0.588  -1.754  4.282  -0.578
F  3.560  -4.947  0.435  -0.581
O  0.154  0.045  -0.622  -0.706
O  -2.284  3.279  -0.520  -0.570
O  0.785  1.436  1.028  -0.860
O  2.035  -0.297  0.454  -0.738
O  -2.292  -2.346  -0.747  -0.524
C  2.156  -1.891  -3.918  -0.274
C  -3.748  5.057  0.251  0.504
C  -1.526  -3.665  1.035  0.614
C  1.103  0.478  0.226  1.041
C  -3.513  3.888  -0.716  0.850
C  -1.173  3.924  -1.160  -0.148
C  -2.807  -2.115  -1.960  0.851
C  -1.420  -5.079  1.613  0.518
C  -2.347  -0.710  -2.307  0.505
C  0.640  3.735  -2.880  0.511
C  -0.716  3.217  -2.423  0.604
C  -2.013  -3.677  -0.374  -0.158
H  -0.900  -5.031  2.575  0.157
H  -1.309  -4.193  -1.027  0.238
H  -0.379  3.959  -0.413  0.190
H  0.908  3.353  -3.865  0.179
H  -1.375  4.954  -1.450  0.256
H  0.576  -0.848  -0.772  0.556
H  -2.911  -4.310  -0.393  0.225
H  -1.262  -0.668  -2.294  0.169
H  -3.621  4.711  1.283  0.142
H  2.949  -2.549  -3.595  0.250

## Properties
**Spin multiplicity**: 5
**Energy**: -346227.73639 eV
**Total charge**: +1

***

# C12H10BNO

A molecular structure, C12H10BNO in a non-equilibrium geometry (wB97M-V/def2-TZVPD, the OMol25 dataset).

Last column: Löwdin charge in e.
Geometry (Å):
O  -2.034  -3.036  0.323  0.224
N  0.724  -2.172  -0.205  0.124
C  -2.933  -0.094  0.003  -0.056
C  -3.358  1.187  -0.099  -0.140
C  -0.597  0.520  0.063  -0.129
C  0.818  0.216  0.216  -0.122
C  -1.560  -0.460  0.147  -0.078
C  1.740  1.186  0.485  -0.068
C  2.784  -1.203  -0.201  -0.040
C  3.600  -0.090  -0.180  -0.092
C  1.416  -1.062  -0.038  -0.314
C  -1.073  1.849  -0.126  -0.007
C  -2.423  2.194  -0.160  -0.084
C  3.138  1.109  0.318  -0.095
B  -1.268  -1.953  0.189  -0.162
H  3.659  1.989  0.710  0.100
H  -3.812  -0.860  0.139  0.152
H  1.183  -2.969  -0.592  0.073
H  3.174  -2.037  -0.623  0.076
H  -1.683  -3.722  -0.149  0.065
H  -2.902  3.251  -0.272  0.139
H  -4.449  1.601  -0.204  0.141
H  4.606  -0.273  -0.401  0.084
H  1.517  2.260  0.734  0.118
H  -0.268  2.571  -0.078  0.092

## Properties
**Spin multiplicity**: 1
**Energy**: -16819.55760 eV
**Total charge**: 0